(1)
{
  "formula": "C3H5IO3P",
  "method": "ωB97M-V/def2-TZVPD",
  "homo_lumo_gap_ha": 0.238,
  "homo_ev": -3.53,
  "charge": -1,
  "symbols": ["C", "C", "C", "O", "O", "O", "P", "I", "H", "H", "H", "H", "H"],
  "coordinates": [[-2.4019, -1.7002, -0.1966], [0.3025, 0.4765, -1.0980], [-0.9424, -1.0410, 1.5211], [1.0706, -2.0145, -0.1098], [-3.1370, -2.5911, 0.1846], [-1.3230, -1.6725, -0.9611], [-0.0455, -1.0216, -0.0539], [-3.3826, 0.4128, -0.0625], [0.0980, 1.4251, -0.5504], [1.2481, 0.2493, -1.4939], [-0.3528, 0.4695, -1.9441], [-1.3147, 0.0023, 1.8405], [-0.4821, -1.5797, 2.3845]],
  "forces_ev_per_a": [[-1.24, -1.62, 2.88], [-1.79, -0.06, 1.45], [0.27, 2.30, -0.71], [-0.16, 0.72, -0.53], [1.61, 1.77, -1.83], [-0.80, -0.21, -0.72], [0.14, -1.26, 2.36], [-0.34, 0.15, -0.53], [0.78, -0.69, -0.39], [1.70, 0.42, -0.08], [-0.72, -0.08, -0.41], [0.54, -1.74, -0.44], [-0.01, 0.30, -1.06]],
  "mulliken_charge": [0.44, -1.11, -0.81, -0.74, -0.51, -0.39, 0.95, -0.28, 0.30, 0.36, 0.37, 0.15, 0.26]
}


(2)
{
  "formula": "C3H5IS",
  "method": "ωB97M-V/def2-TZVPD",
  "homo_lumo_gap_ha": 0.306,
  "homo_ev": -9.10,
  "symbols": ["C", "C", "C", "S", "I", "H", "H", "H", "H", "H"],
  "coordinates": [[-1.7634, 0.8075, 0.9943], [-0.4370, 1.0110, 0.9403], [1.7162, -1.3255, -1.6843], [2.3580, 0.1253, -1.5444], [0.9958, -2.4134, -0.0397], [-2.6446, 1.5074, 0.9487], [-2.1269, -0.1093, 1.3411], [0.2186, 0.1875, 1.1347], [1.5262, -1.7103, -2.7511], [0.1570, 1.9199, 0.6604]],
  "forces_ev_per_a": [[0.11, 2.02, 0.38], [-0.42, 0.95, -0.57], [-0.45, 0.20, -1.61], [0.18, 0.01, 0.09], [0.13, -0.29, -0.47], [1.56, -0.13, -0.48], [-0.16, -1.66, 0.27], [0.12, -0.45, 0.15], [0.16, -0.05, 1.97], [-1.24, -0.59, 0.27]],
  "mulliken_charge": [-0.42, -0.35, -0.28, -0.16, 0.11, 0.22, 0.24, 0.09, 0.34, 0.20]
}


(3)
{
  "formula": "C3H5KLiO3",
  "method": "ωB97M-V/def2-TZVPD",
  "spin_multiplicity": 2,
  "homo_lumo_gap_ha": [0.171, 0.243],
  "homo_ev": [-5.27, -7.38],
  "symbols": ["O", "C", "C", "O", "H", "H", "H", "H", "H", "O", "C", "Li", "K"],
  "coordinates": [[-0.2728, 1.3966, 2.1260], [-0.2845, 0.2499, 1.3061], [-0.1567, 0.6859, -0.1418], [-0.1097, -0.8944, -0.9812], [-0.3012, 1.1316, 3.0486], [-1.2217, -0.3214, 1.4159], [0.5900, -0.3862, 1.5341], [0.8417, 1.1274, -0.2863], [-0.6806, 1.6425, -0.2718], [-1.4543, 0.3926, -1.8239], [-0.4723, -0.3887, -2.1451], [0.8165, -3.1282, -1.9655], [2.7056, -1.5077, -1.8152]],
  "forces_ev_per_a": [[0.04, 0.47, -0.04], [0.09, -0.94, -0.53], [0.71, 0.91, 2.12], [3.44, 0.25, 1.92], [-0.03, -0.06, -0.01], [0.34, 0.09, 0.06], [-0.43, -0.11, 0.13], [0.39, -1.19, -0.45], [-0.99, -0.99, -0.27], [2.23, -0.80, -3.75], [-4.86, 1.42, 0.65], [-1.44, -0.14, 0.05], [0.51, 1.10, 0.10]],
  "mulliken_charge": [-0.51, -0.19, -0.45, -0.24, 0.30, 0.25, 0.19, 0.25, 0.37, -0.44, -0.16, 0.13, 0.50]
}


(4)
{
  "formula": "C3H5LiO7",
  "method": "ωB97M-V/def2-TZVPD",
  "homo_lumo_gap_ha": 0.214,
  "homo_ev": -0.14,
  "charge": -2,
  "symbols": ["Li", "C", "O", "H", "H", "H", "O", "C", "O", "O", "H", "O", "C", "O", "O", "H"],
  "coordinates": [[0.0290, -0.1427, 0.2505], [-2.2903, 2.3350, -0.1837], [-1.2427, 1.5293, 0.0323], [-3.1749, 1.8036, -0.6177], [-2.6576, 2.8531, 0.7451], [-2.0481, 3.1877, -0.8748], [2.4912, -0.3852, 3.1893], [1.6333, 0.0815, 2.2073], [0.4449, -0.3570, 2.2444], [2.0559, 0.8270, 1.3160], [1.8739, -0.8042, 3.8005], [0.0750, -1.6891, -3.1891], [0.6060, -2.1978, -1.9957], [1.5314, -3.0319, -2.1561], [0.0879, -1.8032, -0.9457], [0.5854, -2.2060, -3.8226]],
  "forces_ev_per_a": [[-0.61, 0.73, 0.07], [0.52, -0.15, 0.11], [0.50, -0.66, 0.05], [-0.22, 0.23, -0.06], [-0.21, -0.02, 0.00], [-0.26, 0.03, -0.16], [0.14, 0.35, 0.48], [-1.53, 0.10, -1.86], [0.49, -0.41, 0.79], [1.01, -0.15, 0.54], [0.06, -0.20, -0.07], [-0.08, -0.03, -0.08], [0.63, -0.81, 0.38], [-0.31, 0.24, -0.21], [-0.15, 0.62, 0.18], [0.00, 0.13, -0.17]],
  "mulliken_charge": [0.99, -0.70, -0.77, 0.17, 0.15, 0.14, -0.50, 0.81, -0.82, -0.70, 0.28, -0.47, 0.66, -0.75, -0.78, 0.29]
}


(5)
{
  "formula": "C3H5N",
  "method": "ωB97M-V/def2-TZVPD",
  "homo_lumo_gap_ha": [0.306, 0.301],
  "homo_ev": [-9.38, -8.69],
  "symbols": ["C", "C", "C", "N", "H", "H", "H", "H", "H"],
  "coordinates": [[-0.9726, -0.0817, 0.0924], [0.1344, -0.8188, 0.2283], [0.3707, 0.6848, 0.4035], [-2.2042, -0.0352, -0.0820], [0.3711, -1.5211, 1.0318], [1.3724, -1.8169, -1.3599], [0.5534, 1.3946, -0.3770], [0.3139, 1.2009, 1.4186], [-2.5232, 0.8011, 0.3487]],
  "forces_ev_per_a": [[-0.27, 0.70, -0.50], [3.69, -0.78, -0.01], [-2.30, 0.12, 1.95], [-0.59, -0.75, 0.08], [-0.19, 0.09, -0.52], [-0.74, 0.53, 0.81], [0.44, -0.17, -0.64], [0.79, -1.04, -1.11], [-0.83, 1.30, -0.06]],
  "mulliken_charge": [0.54, -0.60, -0.47, -0.56, 0.24, 0.07, 0.26, 0.23, 0.28]
}


(6)
{
  "formula": "C3H5N",
  "method": "ωB97M-V/def2-TZVPD",
  "homo_lumo_gap_ha": 0.373,
  "smiles": "C=CN=C",
  "homo_ev": -9.41,
  "symbols": ["C", "C", "N", "C", "H", "H", "H", "H", "H"],
  "coordinates": [[0.8077, 1.2944, -0.2850], [0.7548, -0.0492, -0.3641], [-0.4017, -0.8408, -0.2534], [-1.1749, -0.6000, 0.7324], [-0.1095, 1.7926, -0.0149], [1.7683, 1.7524, -0.1560], [1.6823, -0.5870, -0.4980], [-1.8352, -1.4064, 1.0537], [-1.1442, 0.3257, 1.2989]],
  "forces_ev_per_a": [[-0.35, -1.86, 0.77], [0.08, 2.11, -0.28], [0.08, -0.68, 1.06], [0.42, -0.67, -0.77], [-0.02, 0.58, -0.33], [0.14, 0.45, -0.39], [-0.11, -0.40, -0.13], [-0.54, 0.47, -0.37], [0.29, -0.01, 0.45]],
  "mulliken_charge": [-0.71, 0.07, -0.45, -0.26, 0.30, 0.25, 0.34, 0.24, 0.23]
}


(7)
{
  "formula": "C3H5N",
  "method": "ωB97M-V/def2-TZVPD",
  "homo_lumo_gap_ha": 0.264,
  "smiles": "C=CN=C",
  "homo_ev": -7.77,
  "symbols": ["C", "C", "N", "C", "H", "H", "H", "H", "H"],
  "coordinates": [[-0.9567, 0.6079, 0.6072], [-0.2259, 0.6703, -0.5660], [1.0687, 0.1576, -0.8034], [0.9398, -0.9919, -0.2037], [-0.7087, 0.0003, 1.4761], [-1.6938, 1.3379, 0.9062], [-0.5458, 1.2130, -1.4474], [0.9938, -1.8730, -0.8372], [1.1285, -1.1221, 0.8682]],
  "forces_ev_per_a": [[0.75, 0.35, -0.88], [-0.95, 2.11, 3.29], [-1.48, -2.89, -0.79], [3.19, 0.84, -1.16], [0.43, -0.02, -0.39], [-0.58, -0.09, -0.93], [-0.29, 0.34, 0.30], [0.40, -0.64, 0.16], [-1.48, -0.01, 0.39]],
  "mulliken_charge": [-0.76, 0.05, -0.41, -0.23, 0.19, 0.25, 0.36, 0.25, 0.30]
}


(8)
{
  "formula": "C3H5N2",
  "method": "ωB97M-V/def2-TZVPD",
  "homo_lumo_gap_ha": 0.333,
  "smiles": "C=C=NC=[NH2+]",
  "homo_ev": -15.43,
  "charge": 1,
  "symbols": ["C", "C", "N", "C", "N", "H", "H", "H", "H", "H"],
  "coordinates": [[-0.3109, -1.4330, -0.0024], [-1.4511, -0.8555, -0.0447], [-1.9883, 0.3380, 0.0502], [-1.0093, 1.2251, 0.0998], [0.2258, 0.8295, -0.0049], [0.0302, -1.9190, 0.9315], [-0.1174, -1.9659, -0.8736], [-1.4491, 2.2421, 0.2507], [0.6162, 0.3603, -0.8309], [0.9042, 1.6039, 0.2456]],
  "forces_ev_per_a": [[-0.82, -3.20, 2.08], [-1.65, 3.45, 0.62], [-1.32, -3.50, -0.59], [-1.53, 0.72, -0.17], [4.16, 4.69, -0.39], [-0.01, 0.44, -0.35], [1.18, -0.81, -1.90], [1.45, -0.50, 0.41], [-0.56, -0.24, 0.71], [-0.90, -1.04, -0.41]],
  "mulliken_charge": [-0.50, 0.49, -0.46, 0.14, -0.38, 0.31, 0.36, 0.39, 0.36, 0.30]
}


(9)
{
  "formula": "C3H5N2",
  "method": "ωB97M-V/def2-TZVPD",
  "homo_lumo_gap_ha": 0.422,
  "homo_ev": -16.13,
  "charge": 1,
  "symbols": ["C", "C", "C", "N", "N", "H", "H", "H", "H", "H"],
  "coordinates": [[2.4531, -0.6694, 0.0875], [1.4428, 0.1207, 0.1998], [-2.3608, -0.0090, 0.0474], [-3.4927, -0.2752, -0.0352], [0.5502, 0.9818, -0.1024], [3.2504, -1.2309, 0.5655], [-0.4098, 0.6777, 0.1383], [-4.3962, -0.4042, 0.2944], [2.2921, -1.1911, -0.8540], [0.6708, 1.9997, -0.3413]],
  "forces_ev_per_a": [[-0.77, -0.90, -0.44], [0.87, 1.28, -1.06], [-0.82, -0.20, -0.28], [2.76, 0.62, 0.14], [0.10, -0.28, 1.29], [-0.27, 0.87, 1.00], [-0.46, 0.26, -0.28], [-1.79, -0.36, 0.22], [-0.03, 0.22, -0.70], [0.41, -1.51, 0.10]],
  "mulliken_charge": [-0.53, 0.48, -0.44, 0.08, -0.19, 0.36, 0.33, 0.31, 0.26, 0.32]
}


(10)
{
  "formula": "C3H5N2",
  "method": "ωB97M-V/def2-TZVPD",
  "homo_lumo_gap_ha": 0.331,
  "smiles": "[H]/N=[NH+]\\CC#C",
  "homo_ev": -15.40,
  "charge": 1,
  "symbols": ["H", "N", "N", "C", "C", "C", "H", "H", "H", "H"],
  "coordinates": [[2.3215, 1.2231, 0.9509], [2.1023, 0.9629, -0.0002], [1.4917, 0.1067, -0.4557], [0.4968, -0.4282, 0.5066], [-0.4135, 0.7807, 0.1552], [-1.3216, 1.4998, -0.2946], [1.1652, 0.0967, -1.3825], [0.9581, -0.2949, 1.5362], [0.1299, -1.4070, 0.3019], [-2.3218, 1.8414, -0.6115]],
  "forces_ev_per_a": [[-0.70, -1.03, 0.87], [6.81, 6.32, -1.89], [-3.09, -4.10, 3.02], [-0.97, 2.72, 0.86], [-4.17, -0.34, -0.17], [1.72, -2.72, 1.23], [0.37, -0.03, -2.63], [-0.72, -0.59, -1.30], [-0.54, -0.53, -0.23], [1.29, 0.29, 0.24]],
  "mulliken_charge": [0.35, -0.43, 0.42, -0.33, -0.27, -0.03, 0.34, 0.29, 0.28, 0.39]
}


Calculated DFT total energy, -982.137783, -813.099661, -950.258280, -651.662102, -171.815510, -171.994150, -171.894084, -226.407711, -226.448120, -226.330452 Ha (same order as the records).